Record 1
Density functional theory data (the ωB97M-V functional and the def2-TZVPD basis) for a cluster of 2 separate species, C2ClF3S2 in total.

E_LUMO (alpha / beta) in eV: -2.38 / -2.39
Orbital gap (alpha / beta) in eV: 6.7 / 6.7
Energy relative to the best compared isomer or geometry (same formula, charge and spin) in kcal per mole: 51.0
HOMO (alpha / beta) in eV: -9.0477 / -9.0432

Geometry as XYZ:
```
8
Properties=species:S:1:pos:R:3:forces:R:3:mulliken_charge:R:1
C -1.78186 0.15048 0.39307 0.94 -0.93 -1.11 0.2810
C 1.28803 -0.24899 -0.22672 -2.55 -0.50 1.21 0.5714
F 2.57669 -0.32564 -0.37717 0.92 -0.51 -0.48 -0.1840
F 1.04001 1.02815 0.18090 0.05 0.16 -0.85 -0.2082
F 0.63087 -0.48721 -1.40415 1.06 0.97 -0.18 -0.1976
S -2.59670 -0.19748 -0.88211 0.37 -0.47 0.58 -0.0697
S 0.49934 -1.36982 0.96125 -1.00 0.95 -0.15 -0.2350
Cl -1.65638 1.45052 1.35494 0.19 0.34 0.98 0.0421
```
Forces are in eV/Å.

***

Record 2
Density functional theory data (the ωB97M-V functional and the def2-TZVPD basis) for a structure of composition C15H15AlCl2NO2S5.

E_LUMO in eV: 1.65
Orbital gap in eV: 5.2
Energy relative to the best compared isomer or geometry (same formula, charge and spin) in kcal per mole: 0.0
HOMO in eV: -3.5992
Charge: -1

Geometry as XYZ:
```
41
Properties=species:S:1:pos:R:3:forces:R:3:mulliken_charge:R:1
Al 0.27057 0.07641 -0.65288 0.00 0.01 -0.01 -0.9354
Cl 0.33677 -6.41063 -3.62761 0.00 -0.01 0.00 -0.2489
C 0.29928 -4.72034 -3.20366 0.01 0.00 0.02 0.2789
C -0.31234 -3.81454 -4.08304 0.00 0.01 0.00 -0.6265
C -0.35664 -2.48124 -3.78105 0.00 0.00 0.02 0.3019
Cl -1.10594 -1.37402 -4.87400 0.00 0.00 0.00 -0.2019
C 0.19491 -1.96298 -2.57142 -0.02 0.01 -0.03 0.2699
O 0.14195 -0.71024 -2.31154 -0.01 0.02 -0.03 -0.5576
C 0.81713 -2.91150 -1.71774 0.00 -0.03 0.01 1.0147
C 1.47987 -2.47337 -0.52886 0.00 0.02 0.02 0.0311
O 1.52495 -1.31201 -0.10621 0.00 0.02 0.00 -0.1901
C 0.86121 -4.28031 -2.04243 0.00 -0.01 -0.01 -1.0071
H -0.75155 -4.17009 -5.00478 0.00 0.00 0.00 0.4269
H 2.01150 -3.24202 0.04831 0.01 0.00 0.00 0.2848
H 1.34411 -4.97424 -1.36568 0.00 0.00 0.00 0.3812
C 3.94361 1.69406 1.61758 0.01 0.00 0.01 -0.8593
S 2.21843 1.36149 2.05716 0.01 0.00 0.00 0.1012
C 1.48205 2.76355 1.30367 -0.01 0.00 -0.02 -0.0638
C 1.26907 2.91775 -0.01780 0.01 0.00 0.04 0.2485
S 1.66218 1.80438 -1.30670 0.01 -0.02 -0.03 -0.4813
S 0.53980 4.43658 -0.47101 -0.01 0.00 0.01 -0.0894
C 0.41478 5.14304 1.09985 0.00 0.03 -0.01 0.0813
S -0.19545 6.64990 1.38130 0.00 -0.02 0.00 -0.2899
S 0.99898 4.09130 2.32969 0.00 0.00 0.01 -0.0841
H 4.53628 0.87645 2.02728 0.00 0.00 0.00 0.3406
H 4.28207 2.63512 2.04734 0.00 0.00 0.00 0.2979
H 4.04753 1.70914 0.53400 0.00 0.00 0.00 0.2204
C -3.22672 -0.39977 1.26822 0.01 0.01 0.00 -1.8677
C -1.97810 0.50339 1.34185 -0.04 0.05 -0.03 2.0533
C -2.43671 1.96429 1.15732 0.01 -0.01 -0.01 -1.2637
C -1.38767 0.37313 2.76009 -0.01 0.00 0.01 -1.4191
N -1.04359 0.12719 0.35853 0.05 -0.08 0.04 0.0922
H -3.98391 -0.12592 2.01225 0.00 0.00 0.00 0.3715
H -2.93063 -1.43891 1.42951 0.00 0.00 0.00 0.3826
H -3.66543 -0.32567 0.27107 0.00 0.00 0.00 0.3751
H -3.16915 2.27400 1.91170 0.00 0.00 0.01 0.4020
H -2.87708 2.08421 0.16526 0.01 0.00 0.00 0.3319
H -1.56866 2.62602 1.22257 -0.01 0.00 0.00 0.0431
H -2.12540 0.60101 3.53853 0.00 0.00 0.01 0.4031
H -0.54498 1.05925 2.87638 0.00 0.00 -0.01 0.1496
H -1.01709 -0.64385 2.90694 0.00 0.00 0.00 0.3018
```
Forces are in eV/Å.

***

Record 3
Density functional theory data (the ωB97M-V functional and the def2-TZVPD basis) for the molecule C18H25N3O6S.

E_LUMO in eV: -0.10
Orbital gap in eV: 8.6
Energy relative to the best compared isomer or geometry (same formula, charge and spin) in kcal per mole: 427.8
HOMO in eV: -8.7242

Geometry as XYZ:
```
53
Properties=species:S:1:pos:R:3:forces:R:3:mulliken_charge:R:1
C -7.80497 -0.57784 0.53032 -0.40 0.23 -9.84 -1.4377
C -6.45315 -0.10617 -0.26126 -5.05 2.86 -3.91 0.6498
O -6.45775 0.60243 -1.32591 -0.46 -2.56 3.23 -0.6644
N -5.41078 -0.46576 0.40420 0.01 -2.47 3.21 -0.1299
C -4.11344 -0.35228 -0.04606 -1.45 -2.26 8.50 0.5854
C -3.81815 0.38787 -1.01969 -2.01 4.23 -7.90 -1.1411
C -2.51505 0.57203 -1.16761 1.05 5.64 -12.17 0.8960
C -1.48713 0.30782 -0.55180 5.43 -5.23 7.47 -0.3515
C -1.87407 -0.33581 0.64330 1.72 -0.43 1.12 -0.1899
C -3.11624 -0.63901 0.99760 -2.15 0.71 -3.57 -1.3022
H -3.49964 -0.90110 1.93564 0.12 -0.81 1.24 0.3842
H -1.15249 -0.57550 1.32119 2.16 -0.47 2.00 0.6328
S 0.27222 0.40388 -0.90736 -1.46 8.21 9.54 1.4900
O 1.04628 0.41778 0.43290 -1.96 -2.52 -3.72 -0.8052
O 0.60405 -0.12749 -2.11843 1.57 -2.49 -4.25 -0.7566
N 0.19116 2.18982 -1.04080 1.90 -3.14 -5.81 -0.4496
H 0.85808 2.19789 -1.94282 -1.76 1.05 2.52 0.3842
C 0.60794 3.03993 0.00785 5.94 1.15 -4.50 0.0875
C -0.27265 3.13262 0.98999 -10.03 -1.37 9.63 -0.7408
H -0.14885 3.80285 1.93340 0.66 -1.16 -1.99 0.3223
H -0.40849 2.03328 1.41420 0.40 2.14 -0.18 0.0605
H -1.48938 3.32832 0.82257 3.29 -0.16 -0.70 0.2329
C 2.04441 2.88993 0.51150 1.12 -1.49 2.51 0.4869
O 2.34122 3.00977 1.76045 -0.15 -0.60 -7.19 -0.6260
O 2.83509 2.52641 -0.77961 1.14 0.34 6.30 -0.4162
C 4.29946 2.15034 -0.25651 -6.06 -3.38 4.30 -0.7652
H 4.81447 2.60921 -0.88558 4.81 3.88 -5.27 0.5591
H 4.44187 2.53246 0.77426 -0.30 -0.30 -0.63 0.2780
C 4.60261 0.65027 -0.39469 14.96 11.74 -4.23 0.9643
O 5.84739 0.44255 -0.82891 -3.70 0.63 1.94 -0.8199
N 3.79622 -0.14646 -0.26671 -10.68 -14.25 2.42 0.2260
H 2.81744 -0.03666 -0.04075 -0.09 0.92 0.31 0.0488
C 4.08498 -1.63112 -0.35372 0.03 -2.07 0.08 -0.5027
H 5.02049 -1.86438 -0.85735 0.15 0.99 0.25 0.6358
C 2.94108 -2.41650 -1.23047 3.23 5.22 -2.34 -0.2362
C 2.08809 -2.82043 -0.18867 1.27 -11.06 -0.96 -0.5092
H 1.47247 -3.80701 -0.84520 1.17 2.19 2.41 0.1608
C 3.01379 -3.51816 1.09976 5.58 5.22 -13.60 -1.3955
H 2.50502 -3.74801 1.78788 -6.88 -2.92 9.99 0.8719
H 3.41087 -4.29956 0.55678 0.72 -2.47 -0.54 0.3568
C 4.08942 -2.46376 1.15518 -13.43 6.22 -6.16 -1.3985
H 4.85526 -2.65833 1.54367 11.78 -2.92 5.12 0.9946
H 3.54712 -1.72617 1.77488 0.84 0.33 0.21 0.2520
H 1.32744 -2.41871 0.23224 -4.67 4.10 2.16 0.4564
H 2.34203 -1.56905 -1.92969 2.02 -2.54 1.44 0.0036
H 3.59063 -3.16521 -1.88984 -2.14 1.20 1.54 0.3431
H 0.76798 4.00820 -0.42668 -0.23 0.94 -1.02 0.3967
H -1.98137 1.04769 -2.20036 -2.76 -0.53 1.69 0.0323
H -4.49474 0.88748 -1.86883 1.33 -1.63 2.61 0.3347
H -5.72774 -0.86883 1.34875 1.76 0.47 -2.02 0.2883
H -8.69974 -0.23417 -0.18106 1.91 -0.50 1.91 0.2711
H -7.81614 -1.61862 0.48762 0.01 -1.74 0.75 0.4124
H -7.73459 -0.07877 1.34023 -0.24 2.88 6.12 0.5391
```
Forces are in eV/Å.

***

Record 4
Density functional theory data (the ωB97M-V functional and the def2-TZVPD basis) for a structure of composition C22H21CdClNOPS3.

E_LUMO in eV: 0.20
Orbital gap in eV: 6.7
Energy relative to the best compared isomer or geometry (same formula, charge and spin) in kcal per mole: 17.9
HOMO in eV: -6.4990

Geometry as XYZ:
```
51
Properties=species:S:1:pos:R:3:forces:R:3:mulliken_charge:R:1
Cd 1.72894 -1.27097 0.08760 -0.10 -0.14 0.38 1.1062
S 6.18073 -0.38480 0.19297 0.20 0.07 0.00 -0.2987
C 4.58344 -0.75465 0.14290 0.19 0.08 0.05 0.1632
S 3.71270 -1.16676 1.59379 -0.40 -0.26 0.50 -0.5282
S 3.68100 -0.73184 -1.34017 -0.22 -0.04 -0.57 -0.4945
Cl 0.39859 -0.12152 -2.20802 -0.09 0.05 -0.65 -0.2265
C -1.17282 0.51997 -1.87275 -0.40 0.17 0.27 0.8274
C -2.11785 0.61608 -2.87989 0.13 -0.03 0.01 -0.6984
C -3.35254 1.17683 -2.59661 0.06 -0.01 0.02 -0.4495
C -3.63954 1.62782 -1.31935 -0.05 0.02 -0.03 -0.8292
C -2.69414 1.51586 -0.31514 0.07 0.03 -0.04 -0.0363
C -1.44375 0.96586 -0.57699 0.19 -0.25 -0.01 -0.4548
P -0.12734 0.79942 0.68235 -0.02 0.44 0.02 0.4585
C 0.93096 2.23434 0.29143 0.08 -0.26 0.03 0.4524
C 0.54101 3.27622 -0.54529 0.01 -0.09 0.05 -0.1141
C 1.45268 4.26828 -0.86420 -0.02 0.05 -0.08 -0.6749
C 2.74521 4.22065 -0.36617 0.02 0.00 0.04 -0.4719
C 3.12780 3.20061 0.49001 0.02 0.10 -0.03 -0.8437
C 2.22064 2.21323 0.82263 -0.19 -0.11 0.10 -0.3890
C -1.00497 1.31148 2.19976 0.20 -0.34 0.04 -0.1547
C -0.69265 2.46793 2.90597 -0.01 -0.08 -0.18 -0.2864
C -1.38855 2.77468 4.06403 -0.04 0.02 0.12 -0.6668
C -2.38743 1.93354 4.52663 -0.01 0.09 0.00 -0.4932
C -2.68996 0.77200 3.83263 -0.11 -0.11 0.08 -0.5972
C -1.99106 0.45275 2.68591 0.15 0.04 -0.11 -0.1231
H -1.88171 0.27002 -3.87354 0.04 -0.04 -0.10 0.4767
H -4.08482 1.27028 -3.38156 -0.11 -0.01 -0.12 0.3830
H -4.59782 2.07801 -1.10821 -0.08 0.02 0.03 0.4238
H -2.91781 1.87428 0.67880 -0.03 0.02 0.03 0.3859
H -0.45985 3.31383 -0.95720 0.01 -0.03 -0.01 0.4223
H 1.15792 5.07133 -1.52396 -0.02 0.07 -0.04 0.4045
H 3.45837 4.97839 -0.65047 0.08 0.10 -0.02 0.3998
H 4.13295 3.15556 0.87809 0.11 0.00 0.05 0.4584
H 2.51117 1.42018 1.50345 0.12 -0.08 -0.11 0.5298
H 0.09019 3.12493 2.55423 0.02 0.04 -0.04 0.3725
H -1.14478 3.67508 4.60836 0.02 0.06 0.05 0.4039
H -2.92908 2.18022 5.42864 -0.02 0.02 0.05 0.3876
H -3.46481 0.10914 4.19136 -0.03 -0.03 0.04 0.3967
H -2.20545 -0.46318 2.14873 -0.07 -0.06 0.02 0.4157
C 0.12248 -5.89226 -2.88281 -0.06 0.10 -0.42 -0.8678
N 0.39484 -5.19366 -1.64611 0.01 -0.05 0.25 0.1305
C 1.15857 -5.86568 -0.61559 0.22 0.03 0.35 -0.8743
C 0.05885 -3.91706 -1.49081 -0.33 -0.04 -0.56 0.1023
O 0.29886 -3.24248 -0.49782 0.41 0.53 0.58 -0.7314
H 0.24862 -6.96042 -2.72598 -0.06 0.04 0.00 0.2776
H 0.80648 -5.57571 -3.67362 -0.03 -0.09 -0.02 0.3256
H -0.90304 -5.70664 -3.20055 0.02 -0.03 -0.07 0.3379
H 1.04104 -6.94089 -0.72586 -0.03 0.02 0.01 0.3310
H 0.78783 -5.55945 0.36327 0.12 -0.02 -0.07 0.2776
H 2.22076 -5.61645 -0.68686 -0.05 0.00 0.06 0.3157
H -0.50086 -3.50441 -2.34802 0.08 0.00 0.07 0.3383
```
Forces are in eV/Å.

***

Record 5
Density functional theory data (the ωB97M-V functional and the def2-TZVPD basis) for a structure of composition C4H12Br3O3V.

E_LUMO (alpha / beta) in eV: 3.03 / 2.99
Orbital gap (alpha / beta) in eV: 6.4 / 7.1
Spin multiplicity: 2
HOMO (alpha / beta) in eV: -3.3917 / -4.1288
<S²>: 0.763
Charge: -1

Geometry as XYZ:
```
23
Properties=species:S:1:pos:R:3:forces:R:3:mulliken_charge:R:1
O -1.12754 1.05087 -0.62424 1.07 6.75 -0.97 -0.3715
V -1.57924 -0.24569 0.08046 -9.47 6.39 -7.84 0.6349
Br -2.62106 1.10616 1.46175 -4.30 2.11 4.60 -0.5689
Br -2.97665 -0.53366 -1.56575 -7.52 -1.60 -4.43 -0.6192
Br -1.51747 -2.13621 0.84157 -1.45 -12.08 3.86 -0.5859
C 1.21349 -1.94281 -0.78219 1.56 0.36 -0.20 -1.2015
C 0.81108 -0.64981 -1.51795 0.18 -1.13 -0.31 0.0425
O -0.61632 -0.58602 -1.55528 5.56 -3.48 -4.33 -0.3278
H 1.32054 -1.82128 0.29571 -0.35 0.15 -0.09 0.2890
H 2.22193 -2.20344 -1.10347 0.19 -0.27 -0.23 0.4079
H 0.55382 -2.79540 -0.94354 0.00 0.30 -0.25 0.2862
H 1.22711 -0.55192 -2.52066 -0.19 -0.62 -0.36 0.4586
H 1.20171 0.25653 -1.05529 -0.01 -1.36 -0.83 -0.0333
H -0.92182 -1.21445 -2.21357 -0.24 -0.61 -0.20 0.3279
C 0.15596 2.26483 1.49241 0.02 -0.27 -1.37 -1.4461
C 0.61117 0.95155 0.83160 1.63 1.64 1.53 -0.2108
O -0.25770 -0.19410 1.03331 13.39 3.38 7.70 -0.1270
H 0.00996 2.10038 2.56000 0.12 0.56 -0.02 0.3692
H -0.72884 2.68137 1.01104 -0.13 -0.51 0.38 0.3287
H 0.88520 3.01671 1.19078 0.74 -0.04 0.71 0.4225
H 1.54598 0.67317 1.31815 0.37 -0.24 0.30 0.4988
H 0.86258 1.04679 -0.22473 -0.87 1.08 1.76 0.1234
H -0.27391 -0.27346 1.98989 -0.30 -0.51 0.58 0.3023
```
Forces are in eV/Å.

***

Record 6
Density functional theory data (the ωB97M-V functional and the def2-TZVPD basis) for a structure of composition C3H8I2N2.

E_LUMO in eV: -1.00
Orbital gap in eV: 7.9
Energy relative to the best compared isomer or geometry (same formula, charge and spin) in kcal per mole: 7.7
HOMO in eV: -8.8853

Geometry as XYZ:
```
15
Properties=species:S:1:pos:R:3:forces:R:3:mulliken_charge:R:1
C 0.18272 0.30955 -1.33955 0.07 0.07 0.20 -1.0919
C 0.58161 0.09723 0.11450 -0.20 -0.22 -0.05 -0.4638
C -0.43460 -0.73943 0.89297 0.63 -0.29 -0.44 -0.4065
N -1.58004 0.02128 1.26705 -2.71 0.70 -2.12 -0.3228
N -2.76244 0.02055 -0.15024 2.85 -0.17 2.34 -0.5739
I -3.72819 -1.78115 -0.21657 -0.17 -0.08 0.14 0.1737
I -3.89364 1.65819 0.22102 -0.30 0.12 0.16 0.1929
H 0.92828 0.91238 -1.85128 0.06 0.05 -0.12 0.3412
H 0.09559 -0.64475 -1.85643 -0.05 -0.06 -0.09 0.2908
H -0.77543 0.81862 -1.39175 -0.08 0.03 -0.12 0.2799
H 0.67940 1.06274 0.61230 0.08 -0.01 0.09 0.2787
H 1.54665 -0.41141 0.16071 0.06 0.03 0.03 0.3161
H -0.69161 -1.64903 0.32435 0.01 0.00 0.12 0.3148
H 0.01930 -1.07280 1.83596 -0.10 -0.01 -0.02 0.3872
H -2.13088 -0.47234 1.96454 -0.17 -0.15 -0.13 0.2836
```
Forces are in eV/Å.

***

Record 7
Density functional theory data (the ωB97M-V functional and the def2-TZVPD basis) for the molecule C5H10O.

E_LUMO in eV: 0.99
Orbital gap in eV: 10.5
Energy relative to the best compared isomer or geometry (same formula, charge and spin) in kcal per mole: 3.8
HOMO in eV: -9.5083

Geometry as XYZ:
```
16
Properties=species:S:1:pos:R:3:forces:R:3:mulliken_charge:R:1
C -1.60524 0.52323 -0.84159 0.04 0.13 -0.04 -1.5032
C -0.48891 -0.24898 -0.13416 0.04 0.07 -0.03 0.6821
C -0.69113 -0.37162 1.38898 0.01 0.05 0.12 -1.3115
C 0.85165 0.52464 -0.26850 -0.07 0.13 -0.10 0.4806
O 0.87674 1.73684 -0.29519 -0.09 -0.58 0.00 -0.5423
C 2.10896 -0.31336 -0.33359 -0.04 -0.11 -0.06 -1.1424
H -1.28272 0.73993 -1.86391 -0.14 0.09 0.06 0.3646
H -1.79307 1.47469 -0.33902 0.05 -0.05 -0.08 0.2973
H -2.55607 -0.02315 -0.90676 0.34 -0.06 0.21 0.4151
H -0.43784 -1.25717 -0.57419 0.32 0.29 0.06 0.2990
H -0.30894 0.55307 1.83002 -0.27 -0.10 0.28 0.3304
H -0.14366 -1.21198 1.83065 0.03 0.15 -0.17 0.3261
H -1.74068 -0.49449 1.67385 0.10 0.06 -0.19 0.3694
H 1.99639 -1.19636 0.29999 0.08 -0.01 -0.12 0.3144
H 2.17173 -0.64330 -1.37574 0.08 -0.19 0.07 0.2842
H 3.04278 0.20799 -0.09081 -0.48 0.12 0.00 0.3364
```
Forces are in eV/Å.